Record 1
# C36H19Cl2CrF5N4O4S2

A structure of composition C36H19Cl2CrF5N4O4S2 (wB97M-V/def2-TZVPD, the Open Molecules 2025 dataset).

Total charge = -2
<S²> = 6.065
Lowest unoccupied orbital energy (alpha / beta) = 0.14039 / 0.13905 Ha
2S+1 = 5
E = -140518.15452 eV
Energy above the lowest of the compared OMol25 structures with the same formula, charge and spin = 0.0357 eV
Gap between HOMO and LUMO (alpha / beta) = 4.2 / 5.2 eV
HOMO (alpha / beta) = -0.4 / -1.4 eV

Each line ends with the Mulliken charge.
Positions of all 73 atoms, in Å:
Cr1 1.85783 0.69681 -0.66532  -0.443
C1 -2.99448 -4.96514 2.37435  -0.602
O1 -4.19331 -4.44312 1.85918  -0.511
C2 -4.29463 -3.06318 1.83394  1.145
C3 -5.45182 -2.54324 1.25390  -0.574
C4 -5.63673 -1.18126 1.17447  0.034
C5 -4.67875 -0.25807 1.65277  -0.584
C6 -3.53012 -0.81076 2.24748  -0.677
C7 -3.34277 -2.18911 2.33531  -0.114
N1 -5.01981 1.07682 1.55006  -0.866
N2 -4.13742 2.04071 1.76295  -0.757
C8 -2.81626 1.96756 1.39846  0.128
C9 -1.91376 2.75240 2.13038  -0.434
C10 -0.54309 2.80186 1.87751  -1.287
C11 0.02889 2.07147 0.84745  0.732
O2 1.32257 2.12085 0.51579  -0.465
C12 -0.85439 1.31536 0.04698  0.933
N3 -0.25647 0.65310 -0.99497  0.691
C13 -0.99893 0.03034 -1.88025  -0.436
C14 -2.39458 0.00686 -1.79912  -1.651
C15 -3.01075 0.61012 -0.72313  -0.739
C16 -2.25876 1.27035 0.26140  0.570
H1 -3.06779 -6.04888 2.30416  0.274
H2 -2.84431 -4.68082 3.42188  0.300
H3 -2.12932 -4.62948 1.79495  0.181
H4 -6.19687 -3.23225 0.87165  0.374
H5 -6.54132 -0.77447 0.73614  0.406
H6 -2.76522 -0.16155 2.65203  0.367
H7 -2.43067 -2.55367 2.79173  0.223
H8 -2.33151 3.32669 2.94902  0.349
H9 0.10429 3.42162 2.48797  0.410
H10 -0.47324 -0.46072 -2.69305  0.592
H11 -2.96978 -0.50005 -2.56140  0.398
H12 -4.08828 0.59883 -0.63942  0.651
Cl1 0.51173 -6.30868 1.15441  -0.268
C17 0.78043 -4.58649 1.01753  0.073
C18 0.63969 -3.78450 2.16564  -0.515
C19 0.84837 -2.43994 2.09548  0.094
Cl2 0.65599 -1.46210 3.50765  -0.219
C20 1.23177 -1.77888 0.87459  0.152
O3 1.44746 -0.53611 0.87425  -0.088
C21 1.34292 -2.63355 -0.26315  1.491
C22 1.72780 -2.11372 -1.53428  -0.786
O4 1.98921 -0.94575 -1.81727  -0.226
C23 1.11677 -4.02229 -0.17355  -1.011
H13 0.36391 -4.23456 3.10983  0.445
H14 1.79585 -2.84481 -2.35267  0.191
H15 1.22250 -4.63407 -1.06155  0.425
S1 4.29901 0.24298 -3.32836  -0.434
C24 3.06775 1.37559 -3.37979  0.080
N4 2.23014 1.80400 -2.42690  0.561
C25 1.40709 2.84500 -2.87013  -0.664
C26 0.54199 3.60333 -2.08202  -0.141
C27 -0.22544 4.59301 -2.67269  -0.824
C28 -0.13618 4.86121 -4.03776  -0.478
C29 0.75269 4.14770 -4.82493  -0.418
C30 1.52190 3.15529 -4.23281  0.664
S2 2.74938 2.15525 -4.93814  -0.367
H16 0.50034 3.43557 -1.01908  0.531
H17 -0.90286 5.16775 -2.05286  0.418
H18 -0.75047 5.63571 -4.48139  0.355
H19 0.85443 4.36055 -5.88278  0.355
F1 3.88822 3.19786 -0.22360  -0.324
C31 4.47329 2.05244 0.16990  0.810
C32 3.83844 0.83701 -0.00155  0.080
C33 4.56964 -0.25461 0.41866  0.217
F2 4.08201 -1.51268 0.26943  -0.388
C34 5.82959 -0.17730 0.98564  -0.100
F3 6.49480 -1.28041 1.37829  -0.333
C35 6.41507 1.06171 1.14671  0.768
F4 7.63786 1.17089 1.69590  -0.352
C36 5.73157 2.18714 0.73305  -0.055
F5 6.30691 3.39453 0.88504  -0.339

Cartesian forces (eV/Å) of the 3 atoms listed first:
Cr -0.13 0.38 0.42
C 0.02 -0.01 -0.04
O -0.01 -0.01 0.04

=====

Record 2
# C36H21F15GeN5O5SSr

A structure of composition C36H21F15GeN5O5SSr (wB97M-V/def2-TZVPD, the Open Molecules 2025 dataset).

Total charge = -1
Lowest unoccupied orbital energy = 0.07596 Ha
E = -164317.43888 eV
Energy above the lowest of the compared OMol25 structures with the same formula, charge and spin = 0.3612 eV
Gap between HOMO and LUMO = 7.8 eV
HOMO = -5.7 eV

Each line ends with the Mulliken charge.
Positions of all 85 atoms, in Å:
Sr1 1.60025 0.38491 0.51357  1.336
C1 3.82588 -0.66034 3.36014  -0.968
C2 2.45402 -0.35287 3.94282  -1.171
N1 1.35553 -0.73801 3.05938  0.183
C3 1.09202 -2.15971 2.89206  -1.362
C4 1.97636 -2.84707 1.86246  0.464
C5 2.35380 -4.17796 2.01090  -1.040
C6 3.16473 -4.74846 1.04195  -0.552
C7 3.61361 -3.97686 -0.02032  -1.181
C8 3.20212 -2.65233 -0.09796  0.465
C9 3.65514 -1.74168 -1.22524  -1.187
N2 3.91362 -0.36546 -0.81344  0.120
C10 5.16907 -0.09102 -0.12752  -1.232
C11 5.16804 -0.54739 1.32649  -0.850
N3 4.02458 -0.05064 2.05986  0.450
N4 2.37346 -2.13717 0.80888  1.471
H1 3.92963 -1.74479 3.23670  0.368
H2 4.58598 -0.36519 4.10004  0.496
H3 2.37065 0.72553 4.09907  0.477
H4 2.38688 -0.84660 4.92566  0.446
H5 0.50172 -0.27243 3.34343  0.298
H6 0.05124 -2.24951 2.56361  0.307
H7 1.19063 -2.71611 3.83658  0.331
H8 2.02374 -4.74588 2.87183  0.480
H9 3.46800 -5.78499 1.12770  0.420
H10 4.28012 -4.38606 -0.76880  0.490
H11 2.84798 -1.69484 -1.96391  0.186
H12 4.52701 -2.20344 -1.71188  0.371
H13 3.79977 0.23692 -1.61794  0.268
H14 5.32252 0.99087 -0.15874  0.505
H15 6.03072 -0.55543 -0.63134  0.361
H16 6.13482 -0.26282 1.77120  0.453
H17 5.13098 -1.64163 1.36047  0.348
H18 3.97163 0.96598 2.10281  0.256
O1 0.48420 5.96499 -2.62539  -0.554
C12 0.90103 4.83345 -1.99450  1.182
C13 1.29474 4.84444 -0.66012  -0.720
C14 1.71401 3.65288 -0.09721  -0.141
N5 1.72397 2.52452 -0.80020  -0.007
C15 1.31038 2.49835 -2.06743  0.316
C16 0.91360 3.64918 -2.72243  -0.809
C17 1.23033 1.10857 -2.72969  -0.122
O2 1.25953 1.07214 -3.96043  -0.808
O3 1.13250 0.13665 -1.91210  -0.239
C18 2.16811 3.56503 1.37597  -0.239
O4 2.36686 4.63092 1.95672  -0.778
O5 2.29160 2.37905 1.83261  -0.447
H19 0.50370 6.69310 -1.99573  0.289
H20 1.29308 5.74472 -0.05637  0.455
H21 0.59615 3.60930 -3.75539  0.511
F1 -4.35124 -0.38192 -2.59553  -0.386
C19 -3.14126 -0.97336 -2.66577  0.805
C20 -2.33883 -1.00880 -1.53529  -0.283
C21 -1.13920 -1.68922 -1.66434  -0.649
F2 -0.32118 -1.89148 -0.62506  -0.236
C22 -0.73961 -2.25627 -2.86514  0.260
F3 0.42196 -2.91371 -2.94943  -0.361
C23 -1.55410 -2.16517 -3.97227  0.665
F4 -1.18036 -2.71630 -5.12716  -0.350
C24 -2.77897 -1.52361 -3.87457  0.256
F5 -3.58489 -1.45879 -4.93929  -0.336
Ge1 -2.92508 0.01060 0.07331  0.769
S1 -1.31391 0.23096 1.42571  -0.431
C25 -4.47889 -0.90322 0.89880  -0.346
C26 -4.97881 -0.39630 2.08960  0.364
F6 -4.48049 0.73720 2.58927  -0.321
C27 -5.97880 -1.01948 2.80872  0.073
F7 -6.44116 -0.49408 3.94651  -0.307
C28 -6.50702 -2.20930 2.34122  0.609
F8 -7.47416 -2.82601 3.02142  -0.318
C29 -6.02402 -2.75883 1.17114  -0.009
F9 -6.52785 -3.91381 0.72151  -0.303
C30 -5.02004 -2.10442 0.47754  0.466
F10 -4.59268 -2.69558 -0.64783  -0.262
C31 -3.60372 1.70038 -0.72665  -0.789
C32 -2.75602 2.41720 -1.55472  0.642
F11 -1.51069 1.98156 -1.75361  0.590
C33 -3.14718 3.56149 -2.22551  -0.530
F12 -2.30944 4.21064 -3.03227  -0.294
C34 -4.43947 4.02389 -2.06725  0.645
F13 -4.84021 5.12332 -2.70359  -0.327
C35 -5.32202 3.33095 -1.26052  -0.068
F14 -6.58128 3.76316 -1.12754  -0.317
C36 -4.89528 2.18546 -0.61661  0.655
F15 -5.82417 1.52801 0.09638  -0.270

Cartesian forces (eV/Å) of the 3 atoms listed first:
Sr -0.27 -0.33 0.34
C 0.04 -0.11 -0.07
C -0.06 0.04 -0.05